[1]
ORCA calculation (wB97M-V/def2-TZVPD) on a gas-phase ion, H2N2O4P (charge -1) at a distorted geometry.

Computed properties:
Total charge: -1
Gap between HOMO and LUMO in eV: 8.37
ΔE to the lowest compared entry with this formula, charge and spin in kJ/mol: 472.9
LUMO energy in eV: 4.213

Geometry as XYZ:
```
9
Properties=species:S:1:pos:R:3:forces:R:3
N 0.3786 1.0020 0.6206 1.43 0.91 0.90
N -0.7297 -1.0544 -0.4742 -1.35 -1.51 -1.67
O 0.1271 1.9294 -0.5641 0.32 -1.95 1.10
O -1.4411 -0.1220 -0.8264 -0.57 0.74 -0.13
O -0.9393 -2.1502 -1.0022 0.98 0.16 0.79
O 1.5924 -1.4650 1.1004 0.84 -0.21 -0.45
P 0.2915 -0.7719 1.1337 -0.95 1.40 0.11
H -0.6305 1.4092 -0.8942 0.02 0.29 -0.20
H 1.3511 1.2228 0.9064 -0.73 0.16 -0.44
```
Forces are in eV/Å.

Mulliken atomic charge list, values in e, 2 entries: atom 1 (N): -0.361, atom 2 (N): 0.814

---

[2]
ORCA calculation (wB97M-V/def2-TZVPD) on a molecular structure, C5H7N4O4 at a distorted geometry.

Computed properties:
Total charge: +1
Gap between HOMO and LUMO (alpha / beta) in eV: 6.65 / 7.40
Multiplicity: 3
LUMO energy (alpha / beta) in eV: -5.456 / -7.778

Geometry as XYZ:
```
20
Properties=species:S:1:pos:R:3:forces:R:3
C -0.1725 -0.9908 0.6173 -0.01 1.18 -0.76
C 1.1102 0.7132 -0.1115 -5.07 2.73 -3.10
C -0.8401 0.7041 -0.7144 5.94 2.41 -0.06
C 2.1752 -1.0258 1.2270 1.04 -0.84 0.74
C -2.5001 -0.9566 -0.0658 -1.40 -0.65 -0.29
N 1.0404 -0.4060 0.5645 -0.19 -1.94 1.23
N -1.1686 -0.3834 -0.0599 -0.33 -1.96 1.45
N 2.1556 1.5400 -0.6053 -0.86 -1.35 0.62
N -1.5997 1.7399 -1.3315 0.41 -1.23 1.05
O 1.9110 2.2208 -1.5521 -0.22 0.69 -0.81
O -1.1211 2.8286 -1.3835 0.47 0.90 -0.17
O 3.1878 1.4303 0.0171 1.17 0.19 0.42
O -2.6842 1.3557 -1.7064 -1.09 -0.09 -0.60
H -0.3483 -1.8939 1.1752 0.04 -0.13 0.07
H 3.0322 -0.3533 1.2009 -0.28 -0.11 -0.03
H 1.9231 -1.2483 2.2629 -0.05 0.08 -0.02
H 2.4263 -1.9575 0.7191 0.02 0.10 -0.04
H -3.2574 -0.1716 -0.0681 0.26 -0.11 0.20
H -2.6439 -1.5366 -0.9792 0.07 0.05 0.04
H -2.6258 -1.6089 0.7937 0.07 0.08 0.07
```
Forces are in eV/Å.

Mulliken atomic charge list, values in e, 2 entries: atom 1 (C): -0.097, atom 2 (C): 0.299